Record 1
Molecular formula: C6H15BN3
Method: DFT, ωB97M-V/def2-TZVPD

The geometry in XYZ format:
```
25
C6H15BN3 | the Open Molecules 2025 dataset | ωB97M-V/def2-TZVPD
B 1.6660 -0.2617 -0.9696
C -1.4030 -0.4573 0.0417
C -0.5157 0.6931 0.4143
C 0.9217 0.8547 0.0200
C -3.4723 -1.7181 0.4314
C 2.7804 -1.7355 0.9883
C -0.1975 3.1389 -0.4932
N -2.4842 -0.6681 0.6563
N 2.4222 -1.2441 -0.4624
N -0.0929 1.6757 -0.5704
H 1.1471 -0.2362 -2.0683
H -1.1675 -0.9983 -0.8236
H -0.9438 1.0852 1.3474
H 1.6360 1.3624 0.7318
H -3.0423 -2.3681 -0.2467
H -3.5695 -2.2044 1.4248
H -4.3135 -1.0961 0.1730
H 2.2702 -1.0247 1.6487
H 2.6684 -2.8423 1.0233
H 3.8591 -1.6717 0.9846
H 0.6643 3.5736 -1.0475
H -1.0486 3.3753 -1.0976
H -0.1287 3.4059 0.4896
H 2.7182 -1.9801 -1.0746
H -0.3741 1.3421 -1.5215
```

The calculation puts the gap between HOMO and LUMO at 0.3788 hartree. The calculated total energy comes out at -426.42476 Eh. The net charge is +1. Its structure (SMILES) is C/N=C/[C@H]1[C@@H](BNC)[N@@H+]1C. Its max |F| is 3.37 eV/A. As for the LUMO energy: -0.0985 Ha.

Computed Löwdin charges, given in elementary charges: -0.255, -0.126, -0.139, -0.113, -0.059, 0.010, 0.058, -0.004, 0.049, -0.084, 0.093, 0.106, 0.168, 0.170, 0.051, 0.106, 0.093, 0.083, 0.100, 0.074, 0.130, 0.108, 0.079, 0.110, 0.191

=====

Record 2
Molecular formula: C24H25NO5RhS
Method: DFT, ωB97M-V/def2-TZVPD

The geometry in XYZ format:
```
57
C24H25NO5RhS | the Open Molecules 2025 dataset | ωB97M-V/def2-TZVPD
Rh -0.5265 0.3367 -0.1724
O 0.9494 1.0145 3.3966
C 0.6262 1.0265 2.2436
O -0.2519 0.1786 1.7225
C 1.1879 2.0181 1.2603
C 2.0781 3.0039 1.6266
C 2.5257 3.8807 0.6496
C 2.0672 3.7397 -0.6522
C 1.1769 2.7229 -0.9453
N 0.7565 1.8857 0.0013
H 2.3905 3.0616 2.6598
H 3.2222 4.6694 0.8996
H 2.3911 4.4072 -1.4373
H 0.7875 2.5700 -1.9432
C -8.1992 -0.6782 -2.6191
C -6.8247 -0.4532 -2.0573
C -5.9767 0.5077 -2.5973
C -4.7118 0.7430 -2.0816
C -3.8476 1.7880 -2.7380
C -4.2804 -0.0362 -0.9906
C -5.1163 -1.0121 -0.4214
C -4.7598 -1.8344 0.7914
C -6.3782 -1.1934 -0.9710
C -2.8985 0.1071 -0.5156
O -2.1672 -0.9012 -0.2359
O -2.2882 1.2476 -0.4216
H -8.3602 -0.0959 -3.5243
H -8.9604 -0.3912 -1.8919
H -8.3564 -1.7315 -2.8539
H -6.3119 1.0917 -3.4464
H -4.3343 2.1581 -3.6382
H -2.8730 1.3852 -3.0228
H -3.6662 2.6298 -2.0717
H -3.8091 -1.5677 1.2383
H -4.7221 -2.8938 0.5311
H -5.5388 -1.7164 1.5454
H -7.0371 -1.9308 -0.5249
C -3.8127 -2.7937 -3.9376
C -2.5309 -2.7677 -3.1575
C -1.5112 -1.8666 -3.4786
C -0.3645 -1.7846 -2.7088
C -0.2433 -2.6060 -1.5920
C -1.2252 -3.5294 -1.2723
C -2.3529 -3.6181 -2.0708
S 1.0267 -2.2985 -0.3996
C 2.4997 -2.7876 -1.2760
O 1.2012 -0.7500 -0.4177
H -3.7422 -2.1920 -4.8421
H -4.6281 -2.3951 -3.3275
H -4.0788 -3.8122 -4.2201
H -1.6266 -1.2184 -4.3387
H 0.4097 -1.0654 -2.9526
H -1.1350 -4.1368 -0.3803
H -3.1329 -4.3241 -1.8133
H 2.5456 -2.2608 -2.2264
H 2.4511 -3.8656 -1.4262
H 3.3503 -2.5334 -0.6469
```

The calculation puts the gap between HOMO and LUMO at 0.2731 hartree. The calculated total energy comes out at -1869.05191 Eh. The net charge is +1. Its max |F| is 0.45 eV/A. As for the LUMO energy: -0.1539 Ha.

Computed Löwdin charges, given in elementary charges: 1.294, 0.151, -0.521, -0.096, -0.156, 0.043, -0.009, -0.020, -0.069, -0.030, 0.137, 0.124, 0.120, 0.127, -0.034, -0.250, -0.001, -0.186, -0.029, -0.061, -0.186, -0.017, -0.006, -0.481, -0.074, -0.072, 0.079, 0.092, 0.087, 0.121, 0.083, 0.075, 0.089, 0.072, 0.090, 0.094, 0.132, -0.020, -0.243, -0.021, -0.089, -0.440, -0.069, -0.016, 1.056, -0.208, -0.610, 0.084, 0.079, 0.092, 0.121, 0.114, 0.123, 0.128, 0.067, 0.074, 0.067

=====

Record 3
Molecular formula: C2H2OS2
Method: DFT, ωB97M-V/def2-TZVPD

The geometry in XYZ format:
```
7
C2H2OS2 | the Open Molecules 2025 dataset | ωB97M-V/def2-TZVPD
C -1.1909 -1.6369 0.8131
C 0.6790 0.0523 0.4897
O -2.2484 -1.1795 1.1147
S 1.1921 1.1459 1.5659
S 1.5163 -0.4296 -0.9260
H -0.8006 -2.5973 0.6320
H 2.4514 0.6395 -0.6599
```

The calculation puts the gap between HOMO and LUMO (alpha / beta) at 0.2672 / 0.2834 hartree. The calculated total energy comes out at -948.86819 Eh. The net charge is 0. Its max |F| is 4.99 eV/A. As for the LUMO energy (alpha / beta): -0.0259 / -0.0108 Ha.

Computed Löwdin charges, given in elementary charges: -0.019, -1.204, 0.065, 0.547, 0.623, 0.063, -0.075

=====

Record 4
Molecular formula: C6H12N3
Method: DFT, ωB97M-V/def2-TZVPD

The geometry in XYZ format:
```
21
C6H12N3 | the Open Molecules 2025 dataset | ωB97M-V/def2-TZVPD
C -2.7066 0.4219 -0.1161
C -1.7217 0.0297 -1.4022
C 0.6629 1.7702 0.6059
C 2.0547 0.0311 -0.7412
C -0.0444 -1.8949 0.7635
C 1.0193 0.2449 0.4789
N -2.3354 0.2063 1.0196
N -0.6674 -0.4061 -0.9570
N -0.1369 -0.5305 0.2035
H -3.6360 0.7151 -0.5233
H -2.0969 0.0117 -2.4334
H 1.3322 2.2324 1.3546
H 0.6628 2.4253 -0.2602
H -0.4733 1.7093 0.9723
H 3.1308 0.0116 -0.3516
H 1.9785 0.8365 -1.5950
H 1.6826 -0.9099 -1.1560
H -1.0122 -2.3806 0.7474
H 0.4760 -2.6118 0.1583
H 0.2019 -1.7994 1.8765
H 1.6291 -0.1129 1.3555
```

The calculation puts the gap between HOMO and LUMO (alpha / beta) at 0.3160 / 0.3126 hartree. The calculated total energy comes out at -399.63103 Eh. The net charge is +1. Its max |F| is 5.07 eV/A. As for the LUMO energy (alpha / beta): -0.2166 / -0.2050 Ha.

Computed Löwdin charges, given in elementary charges: -0.153, 0.089, -0.032, -0.026, 0.025, -0.354, 0.231, 0.089, -0.163, 0.109, 0.153, 0.091, 0.069, 0.094, 0.108, 0.116, 0.054, 0.092, 0.101, 0.147, 0.161

=====

Record 5
Molecular formula: C18H26ClN5O4SiY
Method: DFT, ωB97M-V/def2-TZVPD

The geometry in XYZ format:
```
56
C18H26ClN5O4SiY | the Open Molecules 2025 dataset | ωB97M-V/def2-TZVPD
Y -0.8554 -0.8316 -0.8490
C 2.7329 -2.1125 0.7550
C 2.6266 -0.6666 0.3649
C 3.6324 0.2395 0.6385
C 3.4458 1.5693 0.2445
C 2.3044 1.9513 -0.4119
C 1.3070 0.9771 -0.6953
N 1.4975 -0.3039 -0.2609
N 0.1406 1.1717 -1.3385
Si -0.4010 2.6215 -2.1063
C 0.8160 3.2085 -3.4061
C -0.7006 4.0208 -0.9038
C -2.0195 2.1943 -2.9211
H 3.7181 -2.3392 1.1604
H 2.5490 -2.7511 -0.1100
H 1.9821 -2.3706 1.5060
H 4.5349 -0.0815 1.1399
H 4.2138 2.3054 0.4565
H 2.1478 2.9772 -0.7195
H 1.7688 3.5218 -2.9704
H 0.4046 4.0595 -3.9586
H 1.0236 2.4067 -4.1210
H 0.2199 4.3878 -0.4395
H -1.3802 3.6884 -0.1123
H -1.1728 4.8613 -1.4227
H -1.8771 1.4351 -3.6944
H -2.4847 3.0713 -3.3814
H -2.7102 1.7969 -2.1705
C -0.5659 1.7568 2.5858
C -1.4811 0.6075 2.2062
C -2.3153 0.1178 3.3780
O -0.6825 -0.4966 1.7151
C -2.4351 1.0464 1.0788
O -3.0548 2.0863 1.2415
O -2.4994 0.2503 0.0711
H 0.0941 1.4650 3.4098
H -1.1663 2.6098 2.8942
H 0.0442 2.0602 1.7300
H -1.6654 -0.1898 4.2013
H -2.9250 -0.7342 3.0703
H -2.9780 0.9130 3.7182
H 0.2309 -0.3695 1.9995
Cl -3.1922 -2.3012 -1.8503
C -1.7649 -1.6097 -2.8069
H -2.2308 -0.9704 -3.5581
H -1.3435 -2.4683 -3.3320
N -0.4593 -3.5996 2.0337
C -0.1803 -3.7516 0.7113
O -0.5846 -2.8573 -0.0838
C 0.5710 -4.8668 0.2907
C 0.9800 -4.9779 -1.0665
N 1.3297 -5.0739 -2.1625
C 0.9874 -5.8325 1.2432
N 1.2739 -6.5793 2.0783
H -1.1002 -2.8614 2.2728
H -0.3511 -4.3814 2.6575
```

The calculation puts the gap between HOMO and LUMO at 0.2978 hartree. The calculated total energy comes out at -2064.61009 Eh. The net charge is -1. Its max |F| is 1.42 eV/A. As for the LUMO energy: 0.0933 Ha.

Computed Löwdin charges, given in elementary charges: 1.376, -0.016, -0.336, -0.064, -0.081, -0.040, -0.445, 0.044, -0.145, 0.364, -0.178, -0.166, -0.169, 0.079, 0.080, 0.072, 0.097, 0.102, 0.082, 0.014, 0.026, 0.030, 0.019, 0.019, 0.029, 0.019, 0.030, 0.030, -0.004, -0.510, -0.011, -0.092, -0.606, 0.050, -0.167, 0.092, 0.094, 0.084, 0.086, 0.094, 0.092, 0.094, 0.383, -0.662, -0.042, -0.029, 0.179, -0.514, -0.177, -0.223, -0.243, 0.122, -0.254, 0.107, 0.094, 0.093

=====

Record 6
Molecular formula: CH3N2O2
Method: DFT, ωB97M-V/def2-TZVPD

The geometry in XYZ format:
```
8
CH3N2O2 | the Open Molecules 2025 dataset | ωB97M-V/def2-TZVPD
C 0.9914 0.3494 0.2100
N 4.5165 -0.3080 0.2021
N 0.6998 -0.8117 -0.2151
O 3.6014 -0.1932 -0.3572
O 2.0558 0.9416 0.2583
H 0.0877 0.7974 0.6116
H -0.1625 -1.3501 0.1089
H 1.2634 -1.3332 -0.8049
```

The calculation puts the gap between HOMO and LUMO (alpha / beta) at 0.2873 / 0.2875 hartree. The calculated total energy comes out at -299.49692 Eh. The net charge is +1. Its max |F| is 5.00 eV/A. As for the LUMO energy (alpha / beta): -0.2829 / -0.2829 Ha.

Computed Löwdin charges, given in elementary charges: -0.368, 0.448, 0.184, 0.257, 0.040, 0.156, 0.190, 0.092